The following is a DFT calculation (ωB97M-V with the def2-TZVPD basis set) of a molecular structure, C23H27N5O4Ti in a non-equilibrium geometry.

CARTESIAN COORDINATES (ANGSTROEM)
Ti: 0.48 -0.84 -0.44
C: 0.39 0.45 2.21
C: 1.36 1.28 1.37
N: 2.05 0.37 0.46
C: 3.03 0.83 -0.58
C: 3.36 -0.49 -1.26
C: 4.63 -0.71 -1.72
C: 4.94 -2.05 -2.07
C: 4.05 -3.11 -1.84
C: 2.78 -2.74 -1.32
C: 1.81 -3.76 -0.79
N: 0.76 -3.06 -0.01
C: 0.75 -3.27 1.49
C: 0.91 -2.02 2.29
N: 0.13 -0.92 1.65
N: 2.46 -1.46 -1.11
H: -0.60 0.96 2.24
H: 0.74 0.27 3.26
H: 2.18 1.78 1.92
H: 0.80 2.00 0.81
H: 2.64 -0.26 1.06
H: 3.96 1.28 -0.14
H: 2.56 1.62 -1.12
H: 5.36 0.05 -1.84
H: 5.93 -2.29 -2.45
H: 4.32 -4.14 -2.00
H: 2.38 -4.59 -0.34
H: 1.23 -4.16 -1.65
H: -0.09 -3.55 -0.34
H: 1.45 -4.12 1.77
H: -0.22 -3.69 1.72
H: 2.01 -1.82 2.38
H: 0.53 -2.15 3.33
H: -0.87 -1.13 1.79
O: -1.15 0.94 -3.08
C: -1.01 1.29 -1.92
O: 0.04 0.70 -1.19
C: -1.92 2.08 -1.05
C: -3.12 2.49 -1.58
C: -4.00 3.25 -0.88
C: -3.69 3.52 0.45
C: -4.62 4.31 1.20
C: -4.26 4.51 2.55
C: -3.07 3.98 3.13
C: -2.16 3.28 2.36
C: -2.46 3.03 0.96
N: -1.60 2.31 0.19
H: -3.38 2.38 -2.64
H: -4.97 3.51 -1.26
H: -5.50 4.70 0.77
H: -4.88 5.00 3.26
H: -2.81 4.14 4.17
H: -1.14 3.02 2.75
C: -2.28 -1.98 -2.86
C: -1.22 -1.81 -1.89
O: -1.47 -1.47 -0.68
O: 0.04 -1.87 -2.17
H: -2.43 -0.97 -3.25
H: -3.19 -2.30 -2.42
H: -1.97 -2.62 -3.66

Its net charge is +2. The total energy comes out at -63035.048 eV. The calculation puts the HOMO-LUMO gap at 0.247 Ha.

Atomic partial charges in e from the Mulliken method, atoms 1 to 4: 0.005, -0.973, -0.375, -0.774

---

The following is a DFT calculation (ωB97M-V with the def2-TZVPD basis set) of a molecular structure, C31H24N4O4PdS2.

CARTESIAN COORDINATES (ANGSTROEM)
Pd: 0.76 0.53 -1.07
O: 2.68 0.91 -2.66
S: 3.29 -0.36 -2.29
O: 4.07 -1.09 -3.23
N: 1.88 -1.12 -1.83
C: 1.34 -2.27 -2.15
C: 2.02 -3.45 -2.55
C: 1.30 -4.61 -2.80
C: -0.09 -4.60 -2.73
C: -0.82 -3.41 -2.42
C: -2.22 -3.33 -2.49
C: -2.83 -2.12 -2.31
C: -2.03 -0.99 -2.04
N: -0.71 -1.05 -1.93
C: -0.12 -2.25 -2.12
C: 4.12 -0.17 -0.78
C: 4.90 -1.22 -0.31
C: 5.48 -1.10 0.94
C: 5.28 0.05 1.70
C: 4.52 1.10 1.21
C: 3.93 1.00 -0.04
H: 3.10 -3.44 -2.63
H: 1.81 -5.52 -3.06
H: -0.64 -5.51 -2.94
H: -2.81 -4.22 -2.72
H: -3.90 -2.00 -2.38
H: -2.48 -0.02 -1.90
H: 5.06 -2.10 -0.91
H: 6.10 -1.90 1.33
H: 5.74 0.14 2.67
H: 4.39 2.00 1.80
H: 3.36 1.82 -0.46
C: -5.61 -1.85 3.33
C: -4.23 -1.38 2.97
C: -3.54 -0.49 3.79
C: -2.25 -0.08 3.47
C: -1.65 -0.57 2.31
C: -2.32 -1.47 1.48
C: -3.60 -1.86 1.81
S: -0.05 -0.04 1.93
O: 0.55 0.57 3.08
O: 0.62 -1.03 1.16
N: -0.24 1.17 0.72
C: -0.41 2.46 0.91
C: -0.78 3.14 2.10
C: -0.96 4.51 2.09
C: -0.77 5.25 0.94
C: -0.37 4.63 -0.28
C: -0.13 5.34 -1.48
C: 0.29 4.65 -2.59
C: 0.48 3.27 -2.50
N: 0.24 2.59 -1.39
C: -0.18 3.26 -0.29
H: -6.10 -1.14 4.00
H: -5.55 -2.81 3.85
H: -6.23 -1.99 2.45
H: -4.01 -0.13 4.69
H: -1.71 0.58 4.14
H: -1.83 -1.87 0.61
H: -4.12 -2.57 1.18
H: -0.92 2.57 3.01
H: -1.25 5.01 3.00
H: -0.92 6.33 0.95
H: -0.27 6.41 -1.51
H: 0.49 5.16 -3.52
H: 0.84 2.70 -3.35

Its net charge is +2. The total energy comes out at -71820.488 eV. The calculation puts the HOMO-LUMO gap (alpha / beta) at 0.292 / 0.229 Ha. The multiplicity is 5.

Atomic partial charges in e from the Mulliken method, atoms 1 to 4: 0.681, -0.550, 1.059, -0.645

---

The following is a DFT calculation (ωB97M-V with the def2-TZVPD basis set) of 2 unconnected molecules or ions with the total composition C6H15FNP in a non-equilibrium geometry.

CARTESIAN COORDINATES (ANGSTROEM)
C: -3.70 0.27 0.17
C: 2.30 1.16 -1.24
C: 3.14 -0.42 0.54
C: -1.76 -1.43 -0.58
C: -2.35 0.29 0.73
C: 1.85 0.16 -0.15
N: -1.41 -0.47 0.40
F: 1.21 -0.84 -0.85
P: 0.64 0.79 1.12
H: -3.90 1.31 -0.01
H: -3.68 -0.24 -0.77
H: -4.51 0.05 0.71
H: 2.89 1.96 -0.88
H: 2.89 0.66 -2.09
H: 1.48 1.48 -1.78
H: 3.61 0.41 1.04
H: 3.85 -0.75 -0.29
H: 2.84 -1.16 1.23
H: -2.56 -2.21 -0.15
H: -2.34 -1.07 -1.36
H: -0.88 -1.81 -1.03
H: -2.09 0.95 1.61
H: 1.83 1.28 1.76
H: 0.69 -0.38 1.88

Its net charge is 0. The total energy comes out at -19958.743 eV. The calculation puts the HOMO-LUMO gap at 0.347 Ha. The structure (SMILES) is CC(C)(F)P.C/C=N\C.

Atomic partial charges in e from the Mulliken method, atoms 1 to 4: -1.200, -1.565, -1.497, -1.324

---

The following is a DFT calculation (ωB97M-V with the def2-TZVPD basis set) of 10 unconnected molecules or ions with the total composition C4H30NO10 in a non-equilibrium geometry.

CARTESIAN COORDINATES (ANGSTROEM)
O: -1.40 1.57 2.56
C: -0.54 1.51 1.40
C: -1.13 0.27 0.62
N: -0.74 0.15 -0.84
C: -1.15 -1.15 -1.46
C: -0.72 -0.99 1.38
H: -0.90 1.75 3.34
H: 0.47 1.26 1.75
H: -0.54 2.48 0.87
H: -2.26 0.39 0.69
H: -1.15 0.92 -1.39
H: 0.36 0.28 -0.94
H: -1.31 -1.10 -2.52
H: -2.14 -1.57 -1.09
H: -0.51 -1.93 -1.11
H: -1.09 -0.90 2.38
H: -0.96 -1.98 0.95
H: 0.34 -1.08 1.57
H: -3.57 1.15 1.71
H: -4.82 0.23 1.51
O: -4.40 1.05 1.18
H: 2.92 1.49 1.27
H: 3.97 2.57 0.74
O: 3.06 2.31 0.84
H: 1.07 1.87 -0.53
H: 2.43 1.72 -0.97
O: 1.57 1.48 -1.32
H: 3.28 -0.10 -2.49
H: 2.72 -1.42 -2.91
O: 2.63 -0.74 -2.23
H: -1.66 1.73 -3.82
H: -0.07 1.91 -3.80
O: -0.87 1.79 -3.31
H: 0.49 -4.73 0.67
H: 0.23 -3.99 -0.59
O: 0.61 -3.85 0.28
H: 3.93 -1.04 2.95
H: 3.15 -1.04 1.65
O: 3.55 -0.43 2.29
H: -4.79 -0.59 -1.33
H: -3.82 -0.32 -0.06
O: -3.84 -0.62 -0.99
H: 2.25 -1.28 -0.64
H: 1.90 -2.56 0.05
O: 2.36 -1.71 0.23

Its net charge is +1. The total energy comes out at -26593.615 eV. The calculation puts the HOMO-LUMO gap at 0.406 Ha.

Atomic partial charges in e from the Mulliken method, atoms 1 to 4: -0.553, -0.876, 2.097, 0.374

---

The following is a DFT calculation (ωB97M-V with the def2-TZVPD basis set) of a molecular structure, C36H39AsMnN5PS2 in a non-equilibrium geometry.

CARTESIAN COORDINATES (ANGSTROEM)
Mn: -2.34 -0.19 1.72
C: -3.95 1.10 3.79
C: -4.08 -0.36 4.16
N: -3.69 -1.20 2.99
C: -3.06 -2.48 3.38
C: -1.59 -2.25 3.76
N: -1.08 -0.93 3.28
C: -0.93 0.07 4.38
C: -1.48 1.44 4.00
N: -2.65 1.35 3.10
H: -4.74 1.38 3.10
H: -4.04 1.73 4.68
H: -3.43 -0.61 4.99
H: -5.10 -0.58 4.48
H: -4.53 -1.42 2.46
H: -3.60 -2.95 4.20
H: -3.12 -3.15 2.53
H: -1.44 -2.33 4.84
H: -0.98 -3.04 3.31
H: -0.17 -1.09 2.89
H: -1.42 -0.30 5.27
H: 0.13 0.18 4.64
H: -1.72 2.01 4.91
H: -0.73 2.01 3.46
H: -2.74 2.24 2.63
S: -3.72 0.93 0.36
C: -3.76 0.01 -1.09
C: -4.38 0.59 -2.24
N: -4.89 1.07 -3.16
C: -3.20 -1.25 -1.13
S: -2.47 -1.95 0.25
C: -3.18 -2.01 -2.34
N: -3.11 -2.61 -3.32
C: -0.47 0.31 -1.32
C: 0.71 0.93 -2.05
As: 0.84 0.16 -3.86
C: 2.49 0.88 -4.50
C: 3.22 0.12 -5.42
C: 4.43 0.58 -5.89
C: 4.92 1.81 -5.46
C: 4.18 2.59 -4.57
C: 2.96 2.13 -4.09
C: 1.32 -1.67 -3.43
C: 2.46 -1.90 -2.65
C: 2.81 -3.20 -2.33
C: 2.04 -4.27 -2.79
C: 0.91 -4.03 -3.56
C: 0.55 -2.73 -3.89
P: -0.41 0.53 0.52
C: -0.10 2.31 0.75
C: -0.80 3.21 -0.07
C: -0.65 4.58 0.11
C: 0.18 5.06 1.11
C: 0.86 4.18 1.94
C: 0.71 2.81 1.76
C: 1.13 -0.37 0.92
C: 2.39 0.25 0.93
C: 3.54 -0.50 1.11
C: 3.47 -1.88 1.28
C: 2.23 -2.51 1.24
C: 1.07 -1.76 1.07
H: -0.47 -0.78 -1.45
H: -1.41 0.68 -1.71
H: 1.66 0.69 -1.58
H: 0.62 2.01 -2.13
H: 2.83 -0.84 -5.76
H: 5.00 -0.01 -6.60
H: 5.86 2.18 -5.84
H: 4.56 3.55 -4.24
H: 2.39 2.75 -3.41
H: 3.08 -1.08 -2.31
H: 3.70 -3.39 -1.74
H: 2.32 -5.28 -2.56
H: 0.31 -4.86 -3.92
H: -0.34 -2.55 -4.49
H: -1.46 2.85 -0.85
H: -1.18 5.26 -0.54
H: 0.30 6.13 1.24
H: 1.51 4.56 2.72
H: 1.25 2.13 2.41
H: 2.48 1.31 0.78
H: 4.50 -0.01 1.12
H: 4.37 -2.46 1.42
H: 2.16 -3.59 1.34
H: 0.12 -2.28 1.00

Its net charge is +2. The total energy comes out at -168518.363 eV. The calculation puts the HOMO-LUMO gap (alpha / beta) at 0.247 / 0.158 Ha. The multiplicity is 2.

Atomic partial charges in e from the Mulliken method, atoms 1 to 4: 0.199, -0.924, -0.678, -0.256

---

The following is a DFT calculation (ωB97M-V with the def2-TZVPD basis set) of a molecular structure, C23H38BaBrIN7O2 in a non-equilibrium geometry.

CARTESIAN COORDINATES (ANGSTROEM)
Ba: -0.39 -0.36 0.35
C: 1.65 -3.40 -0.65
C: 0.31 -3.51 -1.37
N: -0.83 -2.95 -0.64
C: -1.29 -3.70 0.53
C: -0.41 -3.57 1.78
C: -0.25 -4.63 2.67
C: 0.53 -4.43 3.79
C: 1.16 -3.21 4.00
C: 0.95 -2.20 3.07
C: 1.58 -0.82 3.27
N: 1.96 -0.10 2.04
C: 3.18 -0.56 1.38
C: 3.08 -1.93 0.72
N: 2.05 -2.02 -0.33
N: 0.19 -2.41 2.01
H: 2.40 -3.91 -1.27
H: 1.61 -3.95 0.29
H: 0.14 -4.57 -1.60
H: 0.37 -3.00 -2.33
H: -1.60 -2.80 -1.28
H: -1.41 -4.77 0.30
H: -2.28 -3.33 0.80
H: -0.73 -5.58 2.48
H: 0.68 -5.24 4.50
H: 1.79 -3.05 4.86
H: 2.44 -0.92 3.94
H: 0.84 -0.20 3.79
H: 2.07 0.88 2.27
H: 4.02 -0.60 2.09
H: 3.45 0.18 0.62
H: 2.84 -2.69 1.47
H: 4.08 -2.19 0.34
H: 2.39 -1.57 -1.17
N: -0.88 2.61 1.47
C: -2.14 2.84 2.22
C: -2.51 1.65 3.11
C: -2.92 0.47 2.24
O: -4.02 0.48 1.69
O: -2.00 -0.42 2.03
H: -0.10 2.72 2.12
H: -0.76 3.34 0.79
H: -2.93 3.00 1.50
H: -2.07 3.75 2.84
H: -3.35 1.94 3.73
H: -1.67 1.39 3.76
N: -0.21 -0.23 -2.90
C: -1.31 -0.72 -3.75
C: -2.63 0.03 -3.59
C: -3.42 -0.18 -2.31
N: -2.83 0.48 -1.15
H: -0.09 0.77 -3.03
H: 0.65 -0.64 -3.25
H: -1.48 -1.78 -3.52
H: -1.04 -0.68 -4.81
H: -3.26 -0.27 -4.43
H: -2.46 1.11 -3.75
H: -3.49 -1.25 -2.10
H: -4.45 0.15 -2.49
H: -3.43 0.34 -0.33
H: -2.82 1.49 -1.29
Br: 2.91 4.92 0.63
C: 2.23 5.21 -1.11
C: 2.10 6.52 -1.54
C: 1.59 6.79 -2.80
C: 1.22 5.75 -3.64
C: 1.35 4.44 -3.21
C: 1.86 4.17 -1.95
I: 2.02 2.18 -1.37
H: 2.39 7.33 -0.88
H: 1.49 7.82 -3.13
H: 0.83 5.95 -4.63
H: 1.07 3.63 -3.87

Its net charge is +1. The total energy comes out at -117829.625 eV. The calculation puts the HOMO-LUMO gap at 0.322 Ha.

Atomic partial charges in e from the Mulliken method, atoms 1 to 4: 1.439, -0.959, -0.869, 0.090

---

The following is a DFT calculation (ωB97M-V with the def2-TZVPD basis set) of a molecular structure, CBrClIO3S in a non-equilibrium geometry.

CARTESIAN COORDINATES (ANGSTROEM)
C: 1.13 0.33 -0.21
O: -0.18 -0.36 1.57
O: -0.82 -1.45 -0.48
O: -1.55 0.87 0.01
S: -0.64 -0.22 0.21
Cl: 2.24 0.18 -3.29
Br: 1.11 2.15 0.04
I: 2.46 -0.62 1.03

Its net charge is -1. The total energy comes out at -108678.610 eV. The calculation puts the HOMO-LUMO gap (alpha / beta) at 0.208 / 0.208 Ha.

Atomic partial charges in e from the Mulliken method, atoms 1 to 4: -0.154, -0.558, -0.557, -0.559

---

The following is a DFT calculation (ωB97M-V with the def2-TZVPD basis set) of a single C5H9N molecule in a non-equilibrium geometry.

CARTESIAN COORDINATES (ANGSTROEM)
C: -0.32 -1.15 0.34
C: 0.69 -0.06 0.86
C: 1.80 0.25 -0.14
C: -1.05 -0.46 -0.77
N: -2.70 1.41 -0.37
C: -1.93 0.50 -0.61
H: -2.38 2.38 -0.40
H: -0.99 -1.42 1.16
H: 0.22 -2.02 -0.04
H: -0.88 -0.82 -1.77
H: 1.12 -0.46 1.77
H: 0.18 0.87 1.14
H: 2.33 -0.66 -0.42
H: 2.52 0.94 0.30
H: 1.39 0.70 -1.04

Its net charge is 0. The total energy comes out at -6819.538 eV. The calculation puts the HOMO-LUMO gap at 0.347 Ha. The structure (SMILES) is CCCC=C=N.

Atomic partial charges in e from the Mulliken method, atoms 1 to 4: -0.501, -0.426, -1.130, -0.700

---

The following is a DFT calculation (ωB97M-V with the def2-TZVPD basis set) of 6 unconnected molecules or ions with the total composition C3H14O5 in a non-equilibrium geometry.

CARTESIAN COORDINATES (ANGSTROEM)
C: -2.33 -0.69 -0.04
O: 0.36 0.31 0.72
C: -2.52 0.58 0.47
C: -3.39 1.19 1.35
H: -3.03 -1.46 0.31
H: -1.84 -0.86 -0.99
H: -0.38 -0.11 0.32
H: -1.84 1.30 0.00
H: -3.29 2.27 1.43
H: -4.29 0.79 1.81
H: 3.60 -1.28 0.13
H: 3.10 -0.92 -1.21
O: 3.45 -1.73 -0.71
H: 1.26 0.82 -2.00
H: 2.94 0.77 -2.40
O: 2.48 0.47 -1.59
H: 1.87 -2.09 1.97
H: 1.15 -0.75 2.22
O: 1.86 -1.32 2.56
H: -0.21 0.63 -2.44
H: 0.81 0.79 0.00
O: 0.24 1.29 -1.90

Its net charge is 0. The total energy comes out at -13568.983 eV. The calculation puts the HOMO-LUMO gap at 0.104 Ha.

Atomic partial charges in e from the Mulliken method, atoms 1 to 4: -0.439, -0.562, 0.319, -0.599

---

The following is a DFT calculation (ωB97M-V with the def2-TZVPD basis set) of 2 unconnected molecules or ions with the total composition C3HO3 in a non-equilibrium geometry.

CARTESIAN COORDINATES (ANGSTROEM)
C: 1.12 0.63 -0.16
C: 2.50 0.41 -0.09
C: -0.16 0.53 -0.18
O: -1.71 2.13 -0.01
O: 3.48 -0.27 0.00
O: 2.18 1.71 -0.14
H: -0.76 -0.35 -0.17

Its net charge is -1. The total energy comes out at -9263.436 eV. The calculation puts the HOMO-LUMO gap (alpha / beta) at 0.285 / 0.282 Ha.

Atomic partial charges in e from the Mulliken method, atoms 1 to 4: 0.612, 0.568, -0.796, -0.699

---

The following is a DFT calculation (ωB97M-V with the def2-TZVPD basis set) of a gas-phase ion, CO4P (charge -1) in a non-equilibrium geometry.

CARTESIAN COORDINATES (ANGSTROEM)
C: -0.59 0.99 -0.02
O: 0.27 1.29 -0.84
O: -1.60 1.43 0.43
O: 1.10 -2.37 -0.21
O: -0.30 -0.46 0.55
P: 1.13 -0.87 0.10

Its net charge is -1. The total energy comes out at -18519.158 eV. The calculation puts the HOMO-LUMO gap at 0.353 Ha. The structure (SMILES) is O=POC(=O)[O-].

Atomic partial charges in e from the Mulliken method, atoms 1 to 4: 0.709, -0.605, -0.585, -0.546

---

The following is a DFT calculation (ωB97M-V with the def2-TZVPD basis set) of a gas-phase ion, C3H8N3S (charge +1) in a non-equilibrium geometry.

CARTESIAN COORDINATES (ANGSTROEM)
C: -1.25 0.38 0.35
C: 1.12 -0.18 1.62
C: 0.73 -0.66 -0.65
N: -0.46 0.02 -0.72
N: -2.50 0.83 0.23
N: 1.69 -0.37 -1.64
S: -0.58 0.29 1.96
H: 1.19 -1.18 1.87
H: 1.77 0.61 1.91
H: 0.70 -1.72 -0.19
H: -1.04 0.20 -1.64
H: -2.97 0.65 -0.60
H: -2.90 1.45 0.88
H: 1.99 0.68 -1.74
H: 2.50 -1.00 -1.65

Its net charge is +1. The total energy comes out at -18535.378 eV. The calculation puts the HOMO-LUMO gap (alpha / beta) at 0.249 / 0.300 Ha. The multiplicity is 3.

Atomic partial charges in e from the Mulliken method, atoms 1 to 4: 0.646, -0.650, -0.254, -0.249